Entry 1:
Entry from OMol25: a structure of composition C38H51BrCdNP3 at a distorted geometry (the ωB97M-V functional and the def2-TZVPD basis).

Output
Strongest force on any atom ... 4.63 eV/Å
Gap between HOMO and LUMO (alpha / beta) ... 3.4 / 3.4 eV
Relative energy (zero: lowest compared OMol25 entry of this formula, charge and spin) ... 154.1 kcal/mol

Structure (ORCA input):
```
! RIJCOSX wB97M-V def2-TZVPD def2/J DEFGRID3
* xyz 2 1
C -0.25938 -3.66314 -4.15391
C -0.25622 -2.36792 -4.68425
C -1.50342 -1.76286 -4.94800
C -2.63769 -2.59218 -4.99403
N -2.59246 -3.89758 -4.67484
C -1.43591 -4.42024 -4.23490
C 1.00761 -1.68948 -4.71048
C 1.91957 -0.89530 -4.42774
C 2.16130 0.21963 -3.57491
C 1.17025 0.65093 -2.62893
C 1.59893 1.32564 -1.46003
C 2.95879 1.37405 -1.31539
C 3.86691 1.37641 -2.33598
C 3.46255 0.70947 -3.48330
Cd 3.80959 1.64251 0.60686
P -1.54551 -0.91294 0.44393
H -1.59273 -0.68268 -5.06181
H 0.63197 -4.04116 -3.65589
H -3.61157 -2.19413 -5.31035
H -1.42560 -5.47760 -3.94575
H 4.14385 0.39178 -4.24941
H 0.15453 0.27074 -2.70608
H 4.85998 1.81561 -2.20943
H 0.90139 1.72266 -0.70633
C -2.54760 -1.10791 1.97121
C -3.98951 -1.57426 1.85897
H -2.51768 -0.10959 2.43342
H -1.98478 -1.77783 2.63451
H -4.46837 -1.52587 2.84277
H -4.58779 -0.95569 1.18738
H -4.07450 -2.61315 1.52957
C -2.73226 -0.54333 -0.94794
C -3.60859 -1.68149 -1.46496
H -2.08280 -0.17590 -1.76527
H -3.34951 0.31275 -0.62061
H -4.22313 -1.29759 -2.29144
H -3.01374 -2.51336 -1.86631
H -4.29573 -2.07015 -0.69931
C -0.95768 -2.62855 0.03044
C -1.77961 -3.81157 0.51376
H 0.04758 -2.68104 0.47875
H -0.82294 -2.67430 -1.06313
H -1.29084 -4.74220 0.19103
H -1.84613 -3.85223 1.60843
H -2.79590 -3.82486 0.09852
Br 2.93149 4.01458 1.59205
P -1.17882 3.17290 0.22372
C -2.98998 3.10182 0.22065
C -3.76782 4.27387 0.79367
H -3.23766 2.18810 0.78423
H -3.30130 2.92451 -0.81546
H -4.83194 4.02083 0.80784
H -3.48857 4.50177 1.82267
H -3.69058 5.18674 0.19662
C -0.69819 4.56694 1.31804
C -0.57467 5.97230 0.74067
H 0.29205 4.28152 1.71861
H -1.41836 4.56053 2.14613
H -0.17028 6.62373 1.52515
H 0.13277 6.01575 -0.09337
H -1.52392 6.42913 0.43369
C -0.74842 3.77819 -1.47339
C -1.69582 4.75611 -2.15589
H -0.64445 2.87133 -2.09123
H 0.25877 4.21232 -1.38467
H -1.30118 4.95730 -3.15915
H -2.70808 4.35549 -2.28971
H -1.75867 5.72902 -1.65328
C 1.04627 -0.61057 4.50016
P 1.53701 -0.60691 2.68693
C 3.27893 0.04980 2.78491
C 3.48660 1.23606 3.53386
C 4.65530 1.98279 3.35114
C 5.69180 1.49554 2.54744
C 5.59857 0.19932 2.00179
C 4.43864 -0.54248 2.22850
C 1.81192 -2.39858 2.30057
C 2.36456 -2.79875 1.05474
C 2.31445 -4.13948 0.65070
C 1.75278 -5.10222 1.49555
C 1.24304 -4.73656 2.74458
C 1.28631 -3.39835 3.14666
H 1.02118 0.42185 4.86396
H 1.72959 -1.18585 5.13937
H 0.02801 -0.99523 4.65183
H 2.73079 1.59647 4.24929
H 4.74823 2.95373 3.84965
H 6.58697 2.11427 2.43089
H 6.47364 -0.23246 1.50326
H 4.42472 -1.59551 1.97921
H 2.83292 -2.05348 0.41407
H 2.71913 -4.45146 -0.31603
H 1.69922 -6.14793 1.19074
H 0.81163 -5.48129 3.42610
H 0.93618 -3.12157 4.14366
*
```

These are the Mulliken partial charges, in e, on atoms 1 to 2: number 1, C, carries -0.26; number 2, C, carries 0.51

=====

Entry 2:
Entry from OMol25: a structure of composition C38H51N4O2SSbSi3V at a distorted geometry (the ωB97M-V functional and the def2-TZVPD basis).

Output
Strongest force on any atom ... 2.01 eV/Å
Gap between HOMO and LUMO (alpha / beta) ... 6.2 / 6.3 eV

Structure (ORCA input):
```
! RIJCOSX wB97M-V def2-TZVPD def2/J DEFGRID3
* xyz 3 1
V -0.05902 0.49751 0.09199
C 1.85400 6.75399 -4.22941
C 1.77161 5.38822 -3.61280
C 2.84488 4.49736 -3.71611
C 2.77168 3.22297 -3.18998
C 1.59924 2.85130 -2.52841
C 0.50895 3.71431 -2.40097
C 0.60868 4.97555 -2.94937
S 1.53435 1.27098 -1.86569
O 1.75844 1.28063 -0.37284
O 2.33333 0.36052 -2.60909
N -0.01303 0.79040 -1.71802
C -0.85068 0.17756 -2.67857
C -0.74727 0.23195 -4.03912
C -1.73929 -0.39758 -4.82471
C -2.80762 -1.02308 -4.24163
C -2.92125 -1.08083 -2.82941
C -4.00776 -1.66030 -2.13620
C -4.02617 -1.63058 -0.76641
C -2.95101 -1.06200 -0.07503
N -1.89470 -0.53864 -0.67682
C -1.90361 -0.51101 -2.05381
H 2.88143 7.11205 -4.26360
H 1.24581 7.47603 -3.68682
H 1.48536 6.71835 -5.25715
H 3.74875 4.80876 -4.22670
H 3.59748 2.52823 -3.28859
H -0.39687 3.40456 -1.89462
H -0.22949 5.65921 -2.87389
H 0.08384 0.74450 -4.50976
H -1.65509 -0.36573 -5.90323
H -3.57788 -1.47990 -4.85225
H -4.82324 -2.10839 -2.69266
H -4.84961 -2.04936 -0.20453
H -2.95164 -1.05394 1.00678
C -1.55477 1.42976 4.27589
Sb -0.78716 0.30938 2.64794
C 0.32585 1.91217 1.66590
C -0.78258 2.73361 1.15029
C -1.11924 4.06163 1.38298
C -2.22820 4.56875 0.72919
C -2.95302 3.76506 -0.15802
C -2.55724 2.46350 -0.36061
N -1.50633 1.96730 0.31234
Si 1.99607 2.81335 2.06104
C 2.34325 4.08131 0.74946
C 1.64367 3.76491 3.63231
C 3.38549 1.58545 2.15744
C 0.40898 -1.36009 3.19216
C 1.18578 -1.70038 1.96434
C 2.21050 -2.65172 2.01472
C 2.82817 -3.11558 0.87302
C 2.36952 -2.69498 -0.37704
C 1.35345 -1.79295 -0.39341
N 0.80771 -1.23229 0.72903
Si -0.89082 -2.88966 3.27582
C -1.14053 -3.45979 1.52256
C -0.19669 -4.30253 4.23985
C -2.51805 -2.28275 3.95441
Si 1.28134 -1.17979 4.94920
C 2.04691 0.51473 5.05767
C -0.03388 -1.28050 6.26052
C 2.61223 -2.43167 5.25954
H -1.89821 2.38179 3.88121
H -0.72440 1.55666 4.96387
H -2.37556 0.88308 4.73398
H -0.53698 4.66304 2.06833
H -2.53786 5.59138 0.90391
H -3.81795 4.14899 -0.68131
H -3.08087 1.80234 -1.03832
H 1.60829 4.88911 0.72585
H 2.42437 3.65511 -0.25154
H 3.31153 4.53478 0.99106
H 1.46257 4.81490 3.38164
H 2.53065 3.73843 4.27398
H 0.80259 3.41181 4.22908
H 3.98915 1.66968 1.25079
H 3.04953 0.54745 2.23716
H 4.03152 1.80003 3.01119
H 2.50602 -3.02939 2.98182
H 3.63990 -3.82927 0.94688
H 2.78282 -3.06840 -1.30321
H 0.93791 -1.49272 -1.34561
H -0.27773 -4.03790 1.17578
H -1.29938 -2.64261 0.81873
H -2.01227 -4.12052 1.47638
H 0.68397 -4.72988 3.75248
H -0.96157 -5.08855 4.25677
H 0.05068 -4.07394 5.27321
H -2.95004 -1.44538 3.39248
H -2.46219 -1.99844 5.00445
H -3.23906 -3.10329 3.88020
H 1.64235 1.19983 4.31753
H 3.12832 0.46628 4.91088
H 1.87186 0.94901 6.04756
H -0.84946 -0.56941 6.11329
H 0.44564 -1.01992 7.21006
H -0.46566 -2.27292 6.38672
H 3.51504 -2.22919 4.67858
H 2.31691 -3.47014 5.11479
H 2.88551 -2.32272 6.31590
*
```

These are the Mulliken partial charges, in e, on atoms 1 to 2: number 1, V, carries -1.87; number 2, C, carries -1.53

=====

What is the strongest force on any atom in the first record?
4.63 eV/Å